{"formula": "C4H14N3", "method": "ωB97M-V/def2-TZVPD", "charge": 1, "gap_ev": 11.50, "lumo_energy_ev": -3.0, "species": ["C", "C", "C", "N", "C", "N", "N", "H", "H", "H", "H", "H", "H", "H", "H", "H", "H", "H", "H", "H", "H"], "coordinates": [[2.68, -0.78, -0.10], [1.12, -1.02, 0.15], [0.32, 0.19, -0.36], [-1.03, 0.30, 0.25], [-1.61, 1.67, -0.69], [-1.70, -0.89, 0.09], [-0.90, 0.65, 1.54], [3.10, -1.73, -0.11], [2.67, -0.38, -1.09], [3.25, -0.22, 0.68], [1.01, -1.31, 1.21], [0.87, -1.92, -0.43], [0.95, 1.14, -0.06], [0.07, 0.05, -1.41], [-1.08, 1.72, -1.61], [-2.63, 1.49, -0.72], [-1.20, 2.47, -0.03], [-1.56, -1.32, -0.76], [-2.82, -0.93, 0.13], [0.05, 0.77, 2.04], [-1.72, 0.67, 2.11]]}